{"formula": "C41H45BBrN8O3V", "method": "ωB97M-V/def2-TZVPD", "homo_energy_ev": [-3.880, -3.901], "s_squared": 3.756, "spin_multiplicity": 4, "charge": -1, "de_lowest_kj_mol": 238.9, "homo_lumo_gap_ev": [6.128, 6.147], "elements": ["V", "C", "C", "C", "C", "N", "N", "B", "N", "N", "C", "C", "C", "C", "C", "C", "C", "C", "C", "C", "N", "N", "C", "C", "C", "C", "C", "C", "C", "C", "C", "C", "C", "C", "C", "C", "C", "C", "H", "H", "H", "H", "H", "H", "H", "H", "H", "H", "H", "H", "H", "H", "H", "H", "H", "H", "H", "H", "H", "H", "H", "H", "H", "H", "H", "H", "N", "C", "C", "C", "N", "H", "H", "H", "H", "H", "H", "H", "H", "H", "H", "Br", "C", "C", "C", "C", "C", "C", "C", "O", "O", "H", "H", "H", "H", "C", "O", "H", "H", "H"], "positions_angstrom": [[0.633, -0.693, -0.555], [-0.815, 1.028, -5.730], [0.025, 0.993, -4.497], [1.195, 1.670, -4.237], [1.556, 1.300, -2.934], [0.647, 0.460, -2.437], [-0.278, 0.259, -3.411], [-1.532, -0.613, -3.210], [-2.432, 0.140, -2.178], [-1.998, 1.258, -1.567], [-3.024, 1.742, -0.883], [-4.158, 0.920, -1.049], [-3.736, -0.089, -1.887], [-4.495, -1.247, -2.440], [-2.834, 2.923, -0.023], [-1.660, 3.673, -0.108], [-1.422, 4.715, 0.774], [-2.367, 5.044, 1.737], [-3.548, 4.321, 1.813], [-3.777, 3.263, 0.944], [-1.129, -2.037, -2.774], [-0.222, -2.223, -1.770], [0.036, -3.533, -1.671], [-0.756, -4.213, -2.620], [-1.447, -3.238, -3.305], [-2.337, -3.421, -4.491], [1.044, -4.034, -0.764], [2.067, -3.100, -0.304], [3.248, -3.748, 0.259], [3.221, -5.059, 0.636], [2.106, -5.891, 0.388], [1.064, -5.364, -0.348], [2.756, 1.728, -2.196], [2.879, 1.597, -0.818], [4.013, 2.033, -0.147], [5.057, 2.606, -0.855], [4.956, 2.736, -2.235], [3.820, 2.303, -2.895], [-0.356, 1.695, -6.458], [-1.821, 1.391, -5.513], [-0.911, 0.039, -6.177], [1.702, 2.349, -4.901], [-2.133, -0.704, -4.248], [-5.146, 1.043, -0.637], [-5.541, -1.178, -2.147], [-4.097, -2.198, -2.080], [-4.441, -1.254, -3.530], [-0.926, 3.413, -0.861], [-0.487, 5.256, 0.723], [-2.175, 5.850, 2.434], [-4.287, 4.566, 2.566], [-4.684, 2.679, 1.035], [-0.754, -5.268, -2.839], [-2.345, -4.475, -4.766], [-1.981, -2.844, -5.345], [-3.361, -3.115, -4.289], [2.316, -2.327, -1.052], [4.131, -3.142, 0.421], [4.101, -5.482, 1.108], [2.105, -6.927, 0.699], [0.234, -6.004, -0.638], [2.100, 1.186, -0.189], [4.037, 1.926, 0.929], [5.942, 2.954, -0.336], [5.767, 3.177, -2.802], [3.758, 2.400, -3.972], [-1.747, -1.786, 0.606], [-2.295, -1.437, 1.909], [-2.218, 0.068, 2.110], [-0.809, 0.638, 2.212], [-0.044, 0.753, 0.945], [-2.328, -1.420, -0.142], [-1.643, -2.783, 0.469], [-1.697, -1.942, 2.672], [-3.334, -1.771, 2.046], [-2.746, 0.333, 3.030], [-2.756, 0.553, 1.294], [-0.210, 0.038, 2.898], [-0.870, 1.636, 2.659], [0.889, 1.052, 1.293], [-0.431, 1.537, 0.422], [2.182, 1.220, 9.182], [2.148, 1.487, 7.293], [1.819, 2.736, 6.794], [1.797, 2.919, 5.419], [2.096, 1.873, 4.555], [2.421, 0.630, 5.084], [2.453, 0.426, 6.457], [2.038, 2.085, 3.040], [1.786, 3.229, 2.636], [2.266, 1.055, 2.344], [1.584, 3.547, 7.470], [1.547, 3.879, 4.986], [2.647, -0.174, 4.396], [2.708, -0.539, 6.872], [1.110, -2.639, 1.992], [1.477, -2.043, 0.769], [1.994, -3.049, 2.485], [0.392, -3.451, 1.829], [0.670, -1.874, 2.627]], "forces_ev_per_a": [[-0.4, -0.3, 0.0], [0.0, 0.0, 0.0], [0.0, 0.0, 0.0], [0.0, 0.0, 0.0], [-0.1, 0.0, 0.0], [0.2, -0.1, 0.1], [0.0, 0.0, 0.0], [0.0, 0.0, 0.0], [-0.1, -0.1, 0.0], [-0.1, 0.0, 0.0], [0.0, 0.0, 0.0], [0.0, 0.0, 0.0], [0.1, 0.0, 0.0], [0.0, 0.0, 0.0], [0.0, 0.0, 0.0], [0.0, 0.0, 0.0], [0.0, 0.0, 0.0], [0.0, 0.0, 0.0], [0.0, 0.0, 0.0], [0.0, 0.0, 0.0], [0.0, 0.0, 0.0], [0.2, 0.2, 0.1], [-0.1, 0.1, 0.0], [-0.1, 0.0, -0.1], [0.0, 0.0, 0.0], [0.0, 0.0, 0.0], [0.0, 0.1, 0.1], [0.2, -0.3, -0.1], [-0.1, 0.1, 0.0], [0.0, 0.0, 0.0], [0.0, 0.0, 0.0], [0.0, 0.0, 0.0], [0.0, 0.0, 0.0], [0.1, 0.0, 0.2], [0.0, 0.0, 0.0], [0.0, 0.0, 0.0], [0.0, 0.0, 0.0], [0.0, 0.0, 0.0], [0.0, 0.0, 0.0], [0.0, 0.0, 0.0], [0.0, 0.0, 0.0], [0.0, 0.0, 0.0], [0.0, 0.0, 0.0], [0.0, 0.0, 0.0], [0.0, 0.0, 0.0], [0.0, 0.0, 0.0], [0.0, 0.0, 0.0], [0.0, 0.0, 0.0], [0.0, 0.0, 0.0], [0.0, 0.0, 0.0], [0.0, 0.0, 0.0], [0.0, 0.0, 0.0], [0.0, 0.0, 0.0], [0.0, 0.0, 0.0], [0.0, 0.0, 0.0], [-0.1, 0.0, 0.0], [0.0, 0.0, -0.1], [0.0, 0.0, 0.0], [0.0, 0.0, 0.0], [0.0, 0.0, 0.0], [0.0, 0.0, 0.0], [-0.1, 0.1, -0.1], [0.0, 0.0, 0.0], [0.0, 0.0, 0.0], [0.0, 0.0, 0.0], [0.0, 0.0, 0.0], [0.0, 0.0, 0.0], [0.0, 0.0, 0.0], [0.0, 0.0, 0.0], [-0.1, 0.0, 0.0], [-0.1, 0.1, -0.1], [0.0, 0.0, 0.0], [0.0, 0.0, 0.0], [0.0, 0.0, 0.0], [0.0, 0.0, 0.0], [0.0, 0.0, 0.0], [0.0, 0.0, 0.0], [0.0, 0.0, 0.0], [0.0, 0.0, 0.0], [0.0, 0.1, 0.0], [0.0, -0.1, 0.0], [0.0, 0.0, 0.0], [0.0, 0.0, 0.0], [0.0, 0.0, 0.0], [0.0, 0.0, 0.0], [-0.1, 0.0, 0.0], [0.0, 0.0, 0.0], [0.0, 0.0, 0.0], [0.3, 0.1, 0.1], [-0.2, 0.0, 0.0], [0.0, 0.0, 0.0], [0.0, 0.0, 0.0], [0.0, 0.0, 0.0], [0.0, 0.0, 0.0], [0.0, 0.0, 0.0], [0.0, 0.0, 0.0], [0.0, 0.1, 0.1], [0.0, 0.0, 0.0], [0.0, 0.0, 0.0], [0.0, 0.0, 0.0]]}

---

{"formula": "C41H45CdN10O3", "method": "ωB97M-V/def2-TZVPD", "homo_energy_ev": [-3.594, -7.483], "s_squared": 0.767, "spin_multiplicity": 2, "homo_lumo_gap_ev": [2.858, 6.747], "elements": ["Cd", "N", "O", "O", "O", "N", "C", "C", "C", "C", "H", "H", "H", "H", "H", "N", "C", "C", "C", "C", "H", "H", "H", "H", "H", "N", "C", "C", "C", "C", "H", "H", "H", "H", "H", "N", "C", "C", "C", "C", "H", "H", "H", "H", "H", "N", "C", "C", "C", "C", "C", "H", "H", "H", "H", "H", "N", "C", "C", "C", "C", "C", "H", "H", "H", "H", "H", "N", "C", "C", "C", "C", "C", "H", "H", "H", "H", "H", "N", "C", "C", "C", "C", "C", "H", "H", "H", "H", "H", "N", "C", "C", "C", "C", "C", "H", "H", "H", "H", "H"], "positions_angstrom": [[-2.129, 0.657, 2.003], [0.308, 0.285, -0.283], [-0.699, 0.369, 0.475], [1.229, -0.386, 0.024], [0.490, 1.043, -1.287], [1.655, -1.226, -5.123], [1.478, -2.080, -6.165], [0.123, -2.369, -6.237], [-0.518, -1.743, -5.213], [0.425, -0.999, -4.551], [2.550, -0.848, -4.847], [2.290, -2.292, -6.845], [-0.386, -2.927, -7.009], [-1.593, -1.723, -5.111], [0.322, -0.326, -3.713], [3.062, -0.012, -2.272], [3.785, -1.125, -2.530], [4.814, -0.853, -3.343], [4.750, 0.565, -3.586], [3.579, 1.038, -3.001], [2.261, 0.011, -1.658], [3.521, -2.041, -2.023], [5.531, -1.540, -3.767], [5.369, 1.178, -4.224], [3.051, 1.980, -2.972], [4.362, 0.214, 0.725], [3.715, 0.073, 1.951], [4.501, 0.508, 2.975], [5.683, 1.008, 2.429], [5.507, 0.860, 1.053], [3.931, -0.123, -0.124], [2.755, -0.421, 1.949], [4.186, 0.441, 4.006], [6.534, 1.486, 2.891], [6.152, 1.025, 0.203], [3.427, -5.090, 2.091], [2.501, -5.692, 1.249], [2.010, -4.658, 0.407], [2.835, -3.538, 0.525], [3.750, -3.846, 1.554], [3.847, -5.536, 2.895], [2.172, -6.687, 1.507], [1.231, -4.604, -0.338], [2.848, -2.680, -0.131], [4.488, -3.244, 2.061], [-3.631, 0.375, 0.652], [-4.589, 1.316, 0.336], [-5.588, 1.165, -0.674], [-5.766, -0.067, -1.192], [-4.853, -1.059, -0.917], [-3.804, -0.818, -0.035], [-4.415, 2.243, 0.862], [-6.303, 1.953, -0.856], [-6.543, -0.173, -1.935], [-4.949, -2.022, -1.397], [-3.132, -1.656, 0.076], [-4.894, 2.331, -4.130], [-4.327, 3.316, -3.307], [-3.024, 3.293, -2.803], [-2.233, 2.209, -3.192], [-2.815, 1.181, -3.993], [-4.128, 1.233, -4.424], [-4.986, 4.154, -3.134], [-2.740, 4.077, -2.117], [-1.240, 2.203, -2.769], [-2.177, 0.330, -4.181], [-4.633, 0.513, -5.051], [-1.832, -1.363, 2.501], [-2.845, -2.265, 2.839], [-2.638, -3.561, 3.131], [-1.361, -4.097, 3.153], [-0.297, -3.288, 2.890], [-0.594, -1.948, 2.597], [-3.851, -1.895, 2.706], [-3.487, -4.228, 3.116], [-1.143, -5.134, 3.360], [0.711, -3.671, 2.831], [0.216, -1.282, 2.338], [-0.554, 1.082, 3.511], [0.620, 1.697, 3.228], [1.614, 1.872, 4.199], [1.410, 1.481, 5.497], [0.207, 0.886, 5.851], [-0.686, 0.675, 4.812], [0.915, 1.933, 2.216], [2.495, 2.460, 3.984], [2.242, 1.418, 6.182], [0.021, 0.464, 6.827], [-1.631, 0.211, 5.056], [-2.039, 2.718, 1.617], [-1.712, 3.282, 0.350], [-1.509, 4.618, 0.146], [-1.700, 5.527, 1.166], [-2.141, 5.094, 2.406], [-2.219, 3.680, 2.628], [-1.614, 2.598, -0.479], [-1.257, 5.008, -0.829], [-1.504, 6.558, 0.908], [-2.254, 5.831, 3.187], [-2.515, 3.411, 3.631]], "forces_ev_per_a": [[0.7, -1.5, 2.2], [-0.3, 3.3, -0.8], [1.0, 0.0, -2.4], [2.3, -3.1, 1.3], [-1.9, -0.1, 0.3], [-0.8, -0.1, 0.0], [-0.3, 0.0, -0.6], [1.4, -1.4, -2.1], [-0.8, 1.4, 1.0], [0.4, 0.5, 1.0], [-0.2, 0.1, 0.2], [-0.1, -0.2, 0.1], [0.3, -0.2, 0.0], [0.1, 0.0, 0.4], [0.1, -0.1, 0.1], [0.0, 0.4, -0.7], [-0.9, -1.4, 1.5], [1.2, 1.3, -1.0], [-1.2, 0.4, -0.6], [0.6, -0.8, 0.8], [-0.3, 0.2, -0.1], [0.0, -0.1, -0.3], [0.0, 0.0, 0.3], [0.1, -0.2, 0.0], [0.4, 0.1, -0.1], [-1.1, 0.4, 3.5], [-1.0, -1.2, -1.0], [-1.0, -0.3, 0.6], [0.1, 0.4, -2.0], [1.9, -0.2, -1.5], [0.6, 0.5, -0.2], [0.0, 0.0, 0.3], [0.2, 0.1, 0.0], [-0.1, -0.1, 0.0], [0.5, 0.4, 0.4], [0.2, 0.5, -2.1], [-1.2, 1.9, 0.6], [0.5, -1.5, -0.3], [1.9, -0.7, 1.8], [-1.0, 0.3, 0.5], [0.1, 0.2, -0.4], [-0.3, 0.1, -0.3], [-0.1, -0.9, 0.1], [-0.2, 0.1, 0.4], [0.0, 0.1, -0.2], [-5.0, -1.2, -4.0], [1.0, -0.8, -0.8], [1.0, 1.2, 2.9], [-0.1, -0.4, -1.4], [0.4, 0.0, 0.5], [-0.4, 0.6, 0.1], [-0.4, 0.2, -0.1], [0.2, 0.2, -0.1], [-0.1, -0.4, 0.0], [0.2, -0.1, 0.1], [0.6, 0.4, 0.7], [1.7, 0.8, 1.5], [-0.8, -2.0, -1.8], [-1.2, -0.9, -0.9], [-1.3, 0.0, 0.1], [1.4, 0.3, 1.1], [-0.6, 2.7, 0.8], [-0.1, 0.1, 0.2], [0.3, 0.0, -0.2], [0.3, -0.7, -0.4], [-0.1, -0.1, -0.3], [0.3, -0.3, 0.0], [-0.9, -1.9, 1.1], [-0.3, 0.8, -0.6], [-1.1, -0.4, -0.5], [0.5, -2.3, 0.6], [-0.1, 3.0, -0.7], [2.1, -0.5, 0.0], [-0.3, 0.1, 0.1], [-0.2, 0.0, 0.5], [-0.4, -0.2, 0.0], [0.1, 0.2, 0.0], [0.2, 0.0, -0.1], [2.4, 0.7, 2.5], [0.3, -0.8, 1.1], [-0.5, 1.0, -0.4], [0.1, -1.1, 0.5], [0.3, -0.3, -1.2], [-0.9, 0.7, -0.5], [-0.7, 0.2, -0.3], [0.2, -0.4, -0.4], [0.0, 0.7, 0.2], [-0.1, 0.1, 0.0], [-0.1, -0.3, -0.2], [0.3, 6.5, -0.6], [-0.6, -1.6, 2.3], [-0.2, 0.2, 0.0], [-0.2, 0.0, 0.1], [1.0, -1.5, -0.4], [-0.1, 0.6, -2.3], [0.1, -0.4, 0.3], [0.2, -0.3, -0.1], [-0.2, 0.2, 0.4], [-0.3, -0.3, 0.3], [0.1, -0.8, -0.1]]}